{"formula": "C38H39N2O22", "method": "the ωB97M-V functional and the def2-TZVPD basis", "symbols": ["C", "C", "C", "N", "O", "C", "C", "N", "C", "C", "C", "O", "H", "H", "H", "H", "H", "H", "H", "H", "H", "H", "H", "H", "H", "H", "H", "H", "H", "H", "H", "C", "C", "C", "O", "C", "C", "C", "O", "O", "O", "H", "H", "H", "H", "C", "C", "C", "O", "C", "C", "C", "O", "O", "O", "H", "H", "H", "H", "C", "C", "C", "O", "C", "C", "C", "O", "O", "O", "H", "H", "H", "H", "C", "C", "C", "O", "C", "C", "C", "O", "O", "O", "H", "H", "H", "H", "C", "C", "C", "O", "C", "C", "C", "O", "O", "O", "H", "H", "H", "H"], "xyz": [[-3.57, 0.97, -3.58], [-2.87, 1.19, -2.12], [-3.63, 0.43, -0.88], [-2.62, -0.35, -0.02], [-2.51, 0.20, 1.20], [-1.65, 1.39, 1.13], [-0.39, 1.32, 2.20], [0.26, 2.69, 2.28], [0.04, 3.37, 3.61], [-1.48, 3.94, 3.86], [-2.55, 2.77, 4.40], [-1.38, 4.91, 5.00], [-2.78, 0.42, -4.27], [-4.51, 0.25, -3.44], [-3.84, 2.01, -4.03], [-1.76, 0.77, -2.17], [-2.75, 2.36, -1.95], [-4.41, -0.35, -1.34], [-4.22, 1.16, -0.17], [-2.30, 2.39, 1.24], [-1.14, 1.46, 0.06], [0.44, 0.57, 1.84], [-0.72, 0.94, 3.28], [0.02, 3.30, 1.47], [0.79, 4.30, 3.66], [0.39, 2.64, 4.47], [-1.95, 4.48, 2.91], [-1.92, 1.90, 4.91], [-3.00, 2.30, 3.42], [-3.34, 3.18, 5.15], [-1.32, 4.28, 5.80], [-3.42, 6.03, -4.20], [-4.21, 6.70, -5.04], [-5.68, 6.82, -4.80], [-6.38, 7.45, -5.58], [-6.23, 6.15, -3.61], [-5.44, 5.47, -2.77], [-3.97, 5.38, -3.00], [-3.27, 4.77, -2.21], [-5.96, 4.84, -1.66], [-3.70, 7.31, -6.17], [-2.35, 5.94, -4.37], [-7.30, 6.22, -3.45], [-5.18, 4.43, -1.21], [-4.47, 7.73, -6.62], [1.92, -1.32, -0.77], [2.52, -0.17, -0.47], [3.95, 0.08, -0.82], [4.47, 1.15, -0.55], [4.68, -1.01, -1.50], [4.08, -2.16, -1.80], [2.65, -2.39, -1.46], [2.11, -3.45, -1.77], [4.76, -3.18, -2.43], [1.85, 0.85, 0.19], [0.88, -1.50, -0.52], [5.72, -0.83, -1.73], [4.11, -3.91, -2.53], [2.50, 1.57, 0.29], [-2.95, 0.90, 10.35], [-2.05, 1.75, 9.85], [-1.62, 1.66, 8.43], [-0.80, 2.47, 7.99], [-2.20, 0.60, 7.59], [-3.10, -0.25, 8.09], [-3.55, -0.15, 9.51], [-4.39, -0.93, 9.94], [-3.64, -1.25, 7.32], [-1.48, 2.73, 10.64], [-3.27, 0.95, 11.38], [-1.86, 0.54, 6.56], [-4.27, -1.73, 7.91], [-0.86, 3.21, 10.05], [-0.80, -7.63, -2.59], [0.04, -6.69, -2.15], [0.94, -6.94, -0.99], [1.71, -6.07, -0.61], [0.85, -8.25, -0.32], [0.01, -9.19, -0.76], [-0.87, -8.95, -1.94], [-1.62, -9.83, -2.34], [-0.08, -10.42, -0.14], [0.11, -5.45, -2.76], [-1.45, -7.46, -3.44], [1.50, -8.41, 0.53], [-0.75, -10.92, -0.65], [0.79, -4.95, -2.25], [8.00, -3.34, -4.56], [7.20, -2.28, -4.43], [7.54, -0.97, -5.07], [6.78, -0.02, -4.95], [8.81, -0.88, -5.81], [9.61, -1.94, -5.93], [9.25, -3.25, -5.32], [10.00, -4.21, -5.47], [10.80, -1.86, -6.63], [6.02, -2.35, -3.72], [7.76, -4.29, -4.11], [9.05, 0.08, -6.25], [11.20, -2.75, -6.57], [5.62, -1.46, -3.78]], "mulliken_charge": [-0.814, 0.178, -0.347, -0.799, -0.166, 0.294, 0.072, -0.199, -0.645, 0.371, -0.252, -0.615, 0.226, 0.274, 0.135, 0.019, -0.011, 0.280, 0.137, -0.025, -0.078, -0.068, -0.084, 0.313, 0.261, 0.208, 0.159, -0.408, 0.188, 0.365, 0.327, -0.984, 0.476, 0.894, -0.642, -0.842, 0.362, 0.854, -0.548, -0.577, -0.581, 0.423, 0.407, 0.321, 0.341, -0.586, -0.183, 0.867, -0.660, -0.766, 0.092, 0.494, -0.571, -0.483, -0.370, 0.674, 0.681, 0.282, 0.288, -0.905, 0.428, 0.979, -0.631, -0.757, 0.227, 0.842, -0.619, -0.553, -0.574, 0.402, 0.433, 0.345, 0.352, -0.810, 0.428, 0.857, -0.512, -0.958, 0.343, 0.958, -0.628, -0.573, -0.533, 0.432, 0.409, 0.344, 0.413, -0.715, -0.001, 0.970, -0.622, -0.935, 0.349, 0.886, -0.624, -0.569, -0.341, 0.455, 0.420, 0.347, 0.280], "homo_lumo_gap_ev": 1.6, "total_energy_ha": -3235.863768, "e_above_lowest_kj_mol": 531.0, "total_charge": -1, "lumo_ev": -0.387}